[1]
23
Properties=species:S:1:pos:R:3:forces:R:3:lowdin_spin:R:1 method="wB97M-V/def2-TZVPD" spin_multiplicity=3 lumo_ev="3.77 / 2.30" homo_ev="0.168 / -4.445" e_above_lowest_ev=1.504 charge=-1 s_squared=2.0144 orbital_gap_ha="0.1324 / 0.2480"
C -0.3237 2.8666 -0.5572 1.7 -1.0 -0.3 0.12
C 0.3775 1.6921 -0.9346 -1.0 1.4 0.9 0.04
C -0.7972 3.0055 0.7800 -1.3 3.1 -2.3 0.13
C 0.6492 0.7772 0.0831 0.6 0.4 -2.5 0.18
C -0.8083 1.9536 1.6431 1.5 0.0 -0.1 0.06
C 0.0503 0.9265 1.3402 0.4 -1.8 1.1 0.11
C 0.3429 -0.2349 2.1808 0.8 2.9 0.6 0.41
C 0.0162 -3.1716 -2.1723 0.3 0.1 -2.4 0.02
C 0.8023 -2.0784 -2.0877 -3.0 -1.3 1.5 0.03
O -1.7648 -1.4409 1.1049 -5.5 1.4 1.1 0.22
O 0.1392 -2.7733 1.3073 3.1 -5.3 2.2 0.22
S -0.4212 -1.6197 0.7671 1.3 1.6 -2.7 0.36
H -0.2238 3.7450 -1.1938 -0.6 -0.2 -0.1 0.01
H 0.6607 1.4641 -1.9591 0.2 0.4 0.1 0.00
H -1.2926 4.0152 0.8969 0.3 -1.4 0.6 0.01
H 1.1662 -0.1172 -0.2931 0.1 0.5 1.2 0.02
H -1.2418 2.0189 2.5972 -0.7 0.0 1.1 0.00
H -0.1250 -0.1064 3.1887 0.5 -1.0 -0.7 0.02
H 1.4592 -0.4190 2.1077 -1.4 -0.6 0.5 0.02
H 0.1796 -3.9455 -3.0105 0.1 1.0 1.6 0.00
H -0.9795 -3.2272 -1.7444 0.3 0.0 0.5 0.01
H 1.6660 -2.0468 -2.6540 1.8 0.4 -0.9 0.00
H 0.4683 -1.2841 -1.3903 0.7 -0.6 -0.9 0.01


[2]
23
Properties=species:S:1:pos:R:3:forces:R:3:mulliken_charge:R:1 method="wB97M-V/def2-TZVPD" lumo_ev=3.50 homo_ev=-3.236 e_above_lowest_ev=2.171 charge=-1 orbital_gap_ha=0.2475
C -0.7094 2.7554 0.8423 1.4 -3.4 -2.4 -0.50
C 0.0205 3.3437 1.9240 2.5 3.7 5.6 0.56
O 1.0750 2.6532 2.5252 -0.9 1.0 -1.6 -0.50
O -0.1875 4.4778 2.4689 -0.3 -3.5 -2.4 -0.65
H -0.6904 1.5668 0.8688 0.1 2.6 0.0 0.05
H -0.0757 3.0391 -0.0632 -1.0 -0.5 0.7 0.19
H -1.7014 3.0942 0.7336 -1.0 0.7 0.0 0.35
C -1.2737 -3.0475 -1.8137 -1.3 3.6 -0.7 -1.28
C 1.3847 -0.4103 -1.2129 -2.2 -3.3 4.2 -0.74
C 0.6359 -1.4964 -1.7244 0.3 2.6 2.3 -0.67
C 1.3293 -0.1354 0.2318 -1.0 -0.4 -2.0 0.21
C -0.3574 -2.1705 -1.0398 0.1 0.0 2.9 1.01
C 0.4125 -1.0329 0.9552 0.0 1.9 1.0 -0.60
C -0.4838 -1.9283 0.3937 0.3 -0.3 -1.7 -0.24
O 1.8849 0.9286 0.6877 0.1 -0.7 0.4 -0.87
H 1.9631 0.2122 -1.7568 1.8 1.8 -2.0 0.54
H 0.6079 -1.4907 -2.7467 0.0 -0.7 -2.8 0.31
H 1.6371 2.1555 1.8587 -1.1 -0.8 0.1 0.50
H 0.2148 -0.7007 1.9947 0.4 -0.4 -0.4 0.24
H -1.5232 -2.3694 -2.7252 -0.5 -1.2 1.3 0.22
H -2.1534 -3.2899 -1.1985 0.3 -0.4 -0.7 0.31
H -1.2961 -2.3765 1.0636 1.2 0.5 -1.3 0.19
H -0.7139 -3.7779 -2.2672 0.8 -2.7 -0.7 0.37


[3]
23
Properties=species:S:1:pos:R:3:forces:R:3:mulliken_charge:R:1 method="wB97M-V/def2-TZVPD" lumo_ev=3.43 homo_ev=-3.736 e_above_lowest_ev=0.730 charge=-1 orbital_gap_ha=0.2634
C -2.5543 1.7896 0.5564 0.1 1.0 -0.4 -0.70
C -3.1844 0.6839 1.3591 1.1 -0.2 -0.8 0.64
O -2.4704 -0.3958 1.4746 -0.1 -1.1 1.3 -0.56
O -4.2894 0.7530 1.8209 -1.4 0.5 0.7 -0.65
H -1.8646 2.4269 1.1258 -0.4 -0.1 0.4 0.21
H -3.3638 2.4054 0.1413 0.3 0.0 0.1 0.28
H -1.8990 1.3987 -0.2206 -0.4 -0.2 -0.1 0.23
C 4.5764 -0.5488 -0.9765 -0.2 -0.2 -0.5 -1.34
C 0.2539 -0.4169 -0.4892 -0.8 0.7 -0.7 0.57
C 1.0972 -0.8799 0.5453 0.5 0.7 -0.5 -0.63
C 0.8899 0.1893 -1.6186 0.8 -0.4 -0.4 -0.58
C 2.4858 -0.7978 0.3991 -0.1 -0.4 -0.2 -0.38
C 2.2418 -0.0315 -1.8665 0.1 -1.2 1.2 -0.45
C 3.0678 -0.5628 -0.8488 -0.1 1.2 0.7 0.65
O -1.0571 -0.4560 -0.4689 1.4 -0.4 0.2 -0.91
H -1.7203 -0.5330 0.7768 0.1 0.6 -0.8 0.44
H 0.6386 -1.1829 1.4621 -0.1 -0.2 0.5 0.38
H 0.3356 0.8037 -2.3252 -0.4 -0.6 0.0 0.34
H 3.1557 -0.9343 1.2547 -0.3 -0.3 -0.2 0.23
H 2.7079 -0.0213 -2.8401 -0.2 1.0 -0.4 0.31
H 5.0753 -0.5944 -0.0078 -0.1 -0.6 0.0 0.33
H 4.9836 0.3557 -1.4017 -0.2 0.7 -0.3 0.32
H 4.8887 -1.3242 -1.6847 0.3 -0.3 0.4 0.28


[4]
30
Properties=species:S:1:pos:R:3:forces:R:3:mulliken_charge:R:1 method="wB97M-V/def2-TZVPD" lumo_ev=-1.69 homo_ev=-9.978 e_above_lowest_ev=0.428 orbital_gap_ha=0.3047
Rh 0.1494 0.6652 1.2257 0.6 0.3 -0.4 1.03
O 0.4576 -3.1805 0.5457 -0.1 -0.1 -0.1 -0.61
C 0.2172 -2.0347 0.2893 -0.2 0.2 0.0 -0.01
O -0.3385 -1.2151 1.1883 0.2 0.2 0.1 -0.46
C 0.4094 -1.4445 -1.1084 0.2 0.1 0.0 -0.06
C -0.6594 -0.4027 -1.4311 -0.1 0.0 0.1 0.09
C -0.6427 -0.0116 -2.9023 0.0 -0.1 0.0 -0.92
C 0.6383 0.8501 -2.9983 0.1 0.0 0.0 -0.96
C 1.1654 0.7917 -1.5734 0.0 0.0 0.1 0.16
O -0.0919 0.8013 -0.8065 0.0 0.1 -0.2 -0.54
C 1.7264 -0.5915 -1.2362 -0.2 -0.1 0.0 -0.12
C 2.5330 -0.5662 0.0596 0.0 0.3 0.1 0.17
O 3.5646 -1.1682 0.1851 0.1 0.0 -0.1 -0.63
O 2.0498 0.2323 1.0027 -0.3 -0.5 0.1 -0.62
H 0.3973 -2.2699 -1.8158 0.1 0.0 0.0 0.56
H -1.6362 -0.5951 -0.9981 0.0 0.0 0.0 0.60
H -0.6176 -0.8946 -3.5386 0.0 0.0 0.0 0.36
H -1.5287 0.5664 -3.1559 0.0 0.0 0.0 0.36
H 1.3710 0.4586 -3.7017 0.0 0.0 0.0 0.38
H 0.4055 1.8745 -3.2812 0.0 0.0 0.0 0.35
H 1.7796 1.6266 -1.2500 0.0 0.0 0.0 0.60
H 2.3708 -0.9636 -2.0287 0.0 -0.1 0.0 0.58
C -2.4026 0.3383 3.5563 0.0 0.0 0.1 -0.78
S -1.1115 1.5215 3.3614 -0.1 0.0 -0.4 1.44
O -1.1668 2.4765 4.4089 0.1 0.0 0.0 -0.56
O 0.1760 0.7351 3.2450 -0.1 0.1 0.2 -0.54
O -1.2693 2.0557 1.9490 -0.3 -0.4 0.3 -0.76
H -2.3355 -0.0536 4.5687 0.0 0.0 0.0 0.34
H -2.2638 -0.4596 2.8298 0.0 0.0 0.0 0.24
H -3.3469 0.8575 3.4107 0.0 0.0 0.0 0.31


[5]
23
Properties=species:S:1:pos:R:3:forces:R:3:mulliken_charge:R:1 method="wB97M-V/def2-TZVPD" lumo_ev=0.55 smiles=c1ccc(CP2SCCS2)cc1 homo_ev=-8.218 e_above_lowest_ev=0.248 orbital_gap_ha=0.3221
C 2.2820 -1.4148 -2.1158 -0.6 -1.7 -1.5 -0.52
C 2.1454 -0.0763 -2.2785 1.7 2.5 -0.8 -0.36
C 1.6548 0.7528 -1.2681 0.4 -4.5 0.4 -0.62
C 1.2544 0.1753 -0.0581 0.1 0.9 -0.2 0.87
C 0.7715 1.2211 0.9569 -1.8 -1.4 -1.1 -1.39
P -1.0438 2.0569 0.1806 2.1 0.0 0.7 0.22
S -2.2830 2.1833 1.9172 0.0 -0.2 -0.1 -0.19
C -3.2709 0.6480 1.6883 -0.5 1.2 -3.6 -0.50
C -2.4170 -0.3983 0.9593 2.5 4.1 0.9 -0.69
S -1.9347 0.3913 -0.6476 -0.4 -0.7 0.2 -0.14
C 1.3938 -1.2295 0.0866 0.0 4.1 -2.1 -0.69
C 1.8595 -1.9729 -0.9528 -0.2 0.1 1.2 -0.31
H 2.4534 -2.1175 -2.9431 0.7 0.7 0.2 0.32
H 2.7060 0.4391 -3.0995 -1.1 -0.6 0.2 0.26
H 1.6093 1.7383 -1.4537 -0.2 3.5 -0.3 0.56
H 1.6068 1.9166 1.0591 -0.7 0.4 0.4 0.47
H 0.3958 0.7648 1.8764 0.6 0.3 0.2 0.44
H -4.1420 0.9481 0.8943 1.6 -0.9 2.5 0.27
H -3.5284 0.3199 2.6600 -0.8 -0.3 0.9 0.41
H -1.4504 -0.4968 1.5195 -1.0 -0.6 -0.4 0.14
H -2.9639 -1.2360 0.8224 -1.4 -3.0 -0.6 0.56
H 1.0122 -1.6265 0.9190 -1.1 -1.8 3.2 0.49
H 1.8895 -2.9869 -0.7224 0.2 -1.9 -0.3 0.39


[6]
26
Properties=species:S:1:pos:R:3:forces:R:3:mulliken_charge:R:1 method="wB97M-V/def2-TZVPD" lumo_ev=-8.55 homo_ev=-16.559 e_above_lowest_ev=0.000 charge=+2 orbital_gap_ha=0.2943
C -1.6627 4.0311 -0.3625 -0.4 0.5 -0.1 -0.31
C -2.5354 3.4702 0.5467 -0.6 -2.0 0.8 -0.45
C -0.7218 3.2276 -1.0645 -0.4 2.0 0.8 -0.67
C -2.3674 2.0920 0.8185 -3.3 1.5 1.0 -0.33
C -0.7301 1.8844 -0.9186 1.3 0.6 -2.0 -0.37
C -1.5636 1.3107 0.0108 0.4 -0.6 0.8 1.50
C 1.5092 -1.9150 0.1329 0.6 -2.6 0.9 0.06
C -1.6362 -0.0280 0.2239 -1.0 -0.9 0.1 -0.22
C 1.7288 -4.4361 0.2046 -2.4 -0.5 -1.4 0.07
N 1.5205 -3.1865 0.1381 -0.5 0.0 0.8 -0.27
N 2.2597 -1.2391 -0.6502 0.8 4.7 -1.1 -0.23
N 0.8798 -5.2724 -0.4304 -0.5 4.6 -0.6 -0.31
S -2.0374 -1.4458 0.5159 0.3 0.0 0.0 -0.15
Br 2.1928 1.6403 1.8782 0.0 0.7 -0.1 -0.25
H -1.8220 5.0937 -0.5605 0.6 -0.3 -0.2 0.41
H -3.4518 3.9036 1.0225 1.4 0.3 -0.5 0.36
H -0.0025 3.7432 -1.6828 -0.1 -0.2 -0.4 0.45
H -3.1703 1.6704 1.4933 1.5 0.1 -0.6 0.32
H -0.1613 1.3636 -1.6753 0.2 -0.7 0.4 0.49
H 0.9528 -1.3020 0.8307 -0.4 -0.4 0.3 0.36
H 2.5114 -4.9044 0.7466 0.9 -0.1 0.6 0.39
H 2.1038 -0.2282 -0.4170 1.0 -1.0 -1.1 0.15
H 2.9605 -1.4897 -1.3586 -0.7 -0.3 0.7 0.26
H 2.3078 3.0777 1.6679 -0.1 -0.8 0.1 0.28
H 0.0207 -4.8690 -0.8749 1.4 -0.8 0.6 0.23
H 0.9145 -6.1924 -0.2354 0.1 -3.8 0.5 0.24


What did the second record say?
23
Properties=species:S:1:pos:R:3:forces:R:3:mulliken_charge:R:1 method="wB97M-V/def2-TZVPD" lumo_ev=3.50 homo_ev=-3.236 e_above_lowest_ev=2.171 charge=-1 orbital_gap_ha=0.2475
C -0.7094 2.7554 0.8423 1.4 -3.4 -2.4 -0.50
C 0.0205 3.3437 1.9240 2.5 3.7 5.6 0.56
O 1.0750 2.6532 2.5252 -0.9 1.0 -1.6 -0.50
O -0.1875 4.4778 2.4689 -0.3 -3.5 -2.4 -0.65
H -0.6904 1.5668 0.8688 0.1 2.6 0.0 0.05
H -0.0757 3.0391 -0.0632 -1.0 -0.5 0.7 0.19
H -1.7014 3.0942 0.7336 -1.0 0.7 0.0 0.35
C -1.2737 -3.0475 -1.8137 -1.3 3.6 -0.7 -1.28
C 1.3847 -0.4103 -1.2129 -2.2 -3.3 4.2 -0.74
C 0.6359 -1.4964 -1.7244 0.3 2.6 2.3 -0.67
C 1.3293 -0.1354 0.2318 -1.0 -0.4 -2.0 0.21
C -0.3574 -2.1705 -1.0398 0.1 0.0 2.9 1.01
C 0.4125 -1.0329 0.9552 0.0 1.9 1.0 -0.60
C -0.4838 -1.9283 0.3937 0.3 -0.3 -1.7 -0.24
O 1.8849 0.9286 0.6877 0.1 -0.7 0.4 -0.87
H 1.9631 0.2122 -1.7568 1.8 1.8 -2.0 0.54
H 0.6079 -1.4907 -2.7467 0.0 -0.7 -2.8 0.31
H 1.6371 2.1555 1.8587 -1.1 -0.8 0.1 0.50
H 0.2148 -0.7007 1.9947 0.4 -0.4 -0.4 0.24
H -1.5232 -2.3694 -2.7252 -0.5 -1.2 1.3 0.22
H -2.1534 -3.2899 -1.1985 0.3 -0.4 -0.7 0.31
H -1.2961 -2.3765 1.0636 1.2 0.5 -1.3 0.19
H -0.7139 -3.7779 -2.2672 0.8 -2.7 -0.7 0.37